[1]
Density functional theory data (the ωB97M-V functional and the def2-TZVPD basis) for a structure of composition C39H36P3PdSe2.

The geometry in ORCA input format:
```
! wB97M-V def2-TZVPD RIJCOSX def2/J DEFGRID3
* xyz 3 1
Pd 0.361 -0.032 0.169
Se -0.166 -2.354 -0.804
Se -1.898 -0.108 -0.796
P 2.597 0.289 0.784
P 0.250 2.310 0.018
P -2.226 -2.165 -0.037
C 2.752 1.746 1.839
C -0.718 2.711 -1.441
C 3.839 0.332 -1.702
C -2.920 -1.291 3.853
C -1.445 2.626 3.701
C -4.086 -4.568 -2.690
C -0.181 2.480 -2.711
C -5.709 -3.835 -1.052
C -0.929 2.764 -3.840
C 1.627 -3.505 3.098
C -2.295 -3.535 2.313
C -1.605 3.998 3.833
C 1.144 -2.286 3.557
C -0.700 4.337 1.630
C 1.483 -1.119 2.897
C 6.198 -0.041 -1.953
C 2.318 -1.171 1.761
C -0.912 2.103 2.533
C 5.210 -0.202 0.232
C -5.384 -4.559 -2.195
C 3.961 0.097 -0.332
C 1.837 3.181 -0.148
C -2.516 -3.666 3.673
C -0.537 2.955 1.493
C 2.782 3.079 1.069
C 6.323 -0.271 -0.587
C -3.097 -3.842 -2.049
C -2.221 3.263 -3.711
C -2.021 3.197 -1.314
C 4.961 0.258 -2.510
C -3.428 -3.118 -0.901
C -1.239 4.851 2.798
C -2.695 -1.142 2.492
C -2.831 -2.547 4.438
C -4.732 -3.118 -0.388
C 2.793 -2.415 1.301
C -2.766 3.473 -2.453
C 2.458 -3.568 1.974
C -2.382 -2.268 1.730
H 1.117 -0.172 3.272
H 2.871 0.547 -2.143
H -6.152 -5.128 -2.702
H 3.423 -2.463 0.422
H -3.845 -5.141 -3.575
H -3.027 -2.661 5.497
H -3.769 3.866 -2.353
H -0.418 5.012 0.831
H 5.317 -0.373 1.297
H 3.797 3.292 0.736
H -1.730 1.967 4.512
H 0.825 2.089 -2.827
H 1.586 4.228 -0.334
H 3.651 1.634 2.449
H -1.371 5.919 2.904
H -2.468 -4.644 4.134
H -2.018 4.408 4.745
H 2.848 -4.522 1.644
H -0.505 2.604 -4.822
H -2.800 3.491 -4.595
H -2.453 3.375 -0.337
H 0.514 -2.245 4.434
H -0.799 1.028 2.424
H -2.089 -3.837 -2.444
H -4.979 -2.574 0.516
H 7.072 -0.098 -2.588
H -2.785 -0.165 2.031
H 4.872 0.431 -3.573
H 2.300 2.814 -1.068
H -2.082 -4.412 1.712
H 7.289 -0.501 -0.159
H 2.526 3.856 1.789
H 1.371 -4.416 3.624
H -6.722 -3.840 -0.676
H -3.193 -0.432 4.452
H 1.888 1.709 2.506
*
```

Properties
HOMO-LUMO gap (spin up / spin down): 4.89 / 5.37 eV
ΔE to the lowest compared entry with this formula, charge and spin: 0.000 eV
E_HOMO (spin up / spin down): -16.5 / -16.7 eV
LUMO energy (spin up / spin down): -11.63 / -11.30 eV

Löwdin population analysis, charges in e, atoms 1 to 4: Pd 0.1672; Se 0.6156; Se 0.6645; P 1.0016

[2]
Density functional theory data (the ωB97M-V functional and the def2-TZVPD basis) for a structure of composition C39H37AgBF5N6PS.

The geometry in ORCA input format:
```
! wB97M-V def2-TZVPD RIJCOSX def2/J DEFGRID3
* xyz -1 1
Ag -0.149 -0.429 -0.217
S -2.027 -1.227 -1.647
P 0.670 -3.118 0.435
F -4.362 -1.104 -3.459
F -4.755 2.616 0.461
F -6.694 2.426 -1.444
F -2.647 1.011 0.426
F -6.460 0.541 -3.400
N 0.093 -0.041 2.235
N 1.255 0.547 2.601
N 2.256 -0.150 -0.418
N 0.365 2.122 -0.035
N 1.290 2.438 0.894
N 2.887 0.481 0.591
C -5.637 1.598 -1.463
C -2.281 2.282 -3.392
C 0.598 -4.299 -0.966
C -5.513 0.639 -2.450
C -1.801 -1.155 3.352
C 2.588 1.034 4.682
C 2.055 -3.250 -4.419
C -3.268 4.218 -2.378
C -4.300 -2.424 3.413
C 1.220 -2.221 -4.002
C 1.598 -1.397 -2.954
C 4.452 -0.554 -0.569
C -3.280 3.245 -3.369
C -3.561 0.838 -0.535
C -4.422 -0.207 -2.462
C 4.220 0.258 0.521
C 3.269 -3.451 -3.776
C -2.429 -1.444 4.563
C 3.181 -0.775 -1.131
C 2.197 4.449 2.103
C -1.275 2.295 -2.438
C 1.410 0.486 3.944
C -2.446 -1.521 2.172
C -4.650 1.691 -0.502
C 3.640 -2.635 -2.717
C -0.206 3.255 -0.409
C 1.296 3.773 1.123
C -1.258 3.263 -1.436
C -3.392 -0.145 -1.516
C 5.211 0.825 1.482
C 2.808 -1.601 -2.291
C -0.356 -4.028 1.657
C -2.267 4.225 -1.418
C 0.317 -0.168 4.461
C -3.683 -2.144 2.202
C 2.339 -3.490 1.108
C 0.349 4.339 0.299
C -0.490 -0.474 3.347
C -3.664 -2.073 4.596
B 2.131 1.369 1.613
H 2.022 4.095 3.121
H 5.408 -0.907 -0.918
H 2.470 -2.951 2.049
H -0.393 -4.241 -1.419
H -4.134 -2.284 5.549
H 3.100 -3.133 0.414
H 0.116 5.388 0.208
H 1.757 -3.896 -5.235
H -0.339 -3.505 2.614
H -1.952 -1.164 5.494
H -4.074 3.227 -4.106
H 2.656 2.119 4.591
H 2.482 -4.560 1.284
H 1.328 -4.012 -1.725
H 0.143 -0.393 5.500
H 3.525 0.616 4.314
H -1.390 -4.047 1.311
H 4.573 -2.815 -2.198
H 5.222 1.915 1.454
H 0.941 -0.599 -2.633
H 2.494 0.784 5.738
H 4.993 0.527 2.508
H -4.056 4.961 -2.337
H -1.984 -1.325 1.216
H -4.158 -2.408 1.264
H -2.288 1.500 -4.142
H 0.263 -2.062 -4.481
H -2.283 4.965 -0.627
H -0.509 1.531 -2.450
H 3.249 4.277 1.872
H -0.004 -5.054 1.797
H 0.794 -5.328 -0.649
H 2.961 1.928 2.270
H 3.923 -4.256 -4.089
H -5.268 -2.909 3.436
H 2.011 5.522 2.080
H 6.207 0.464 1.226
*
```

Properties
HOMO-LUMO gap: 6.99 eV
ΔE to the lowest compared entry with this formula, charge and spin: 0.000 eV
E_HOMO: -4.6 eV
LUMO energy: 2.43 eV

Löwdin population analysis, charges in e, atoms 1 to 4: Ag 0.4747; S 0.5496; P 0.7944; F 0.0547

[3]
Density functional theory data (the ωB97M-V functional and the def2-TZVPD basis) for a structure of composition C39H37AlBrN7O2SSi at a distorted geometry.

The geometry in ORCA input format:
```
! wB97M-V def2-TZVPD RIJCOSX def2/J DEFGRID3
* xyz 0 1
Br -1.498 -6.626 -3.617
S -1.486 2.358 -1.214
Si 0.318 1.693 2.704
Al -0.829 0.367 -0.130
O -0.044 1.127 1.235
O -2.385 -0.212 0.561
N 0.605 3.989 -0.996
N 0.601 0.593 -1.517
N -1.728 -6.131 2.427
N -1.150 -1.190 -1.834
N -0.055 -1.472 0.576
N 1.149 1.821 -1.456
N -2.069 -5.148 3.092
C -2.065 -3.144 -2.832
C -1.584 -6.105 1.026
C -2.609 -5.580 0.231
C -3.202 -3.057 2.694
C -2.550 -0.224 4.985
C 2.180 -0.162 -3.223
C -2.309 -1.326 1.250
C -0.973 -3.343 1.815
C -2.607 -5.770 -1.137
C 0.215 2.715 -1.181
C -0.519 -6.962 -0.958
C -0.504 3.368 3.048
C -0.554 -6.821 0.418
C 0.981 -0.309 -2.347
C 2.744 2.298 4.129
C -1.842 -0.971 5.917
C -0.456 -0.952 5.895
C -1.089 -2.070 1.217
C 0.171 -2.478 -3.348
C -0.314 4.047 4.255
C 1.339 -3.307 1.162
C 2.688 2.764 1.687
C -1.869 5.761 3.604
C -1.876 0.533 4.040
C -3.327 -1.823 2.050
C 2.224 1.791 2.779
C -1.422 3.904 2.146
C -0.985 5.228 4.533
C 1.113 -2.067 0.547
C -0.001 -1.391 -2.501
C -1.545 -6.435 -1.725
C 2.820 0.413 2.475
C -2.098 -3.864 2.512
C 0.300 -3.950 1.781
C -0.480 0.569 4.002
C -2.092 5.091 2.411
C -0.880 -3.367 -3.512
C 0.213 -0.186 4.949
C -2.152 -2.040 -1.995
H -0.783 -4.219 -4.173
H -2.439 1.117 3.318
H 2.378 2.411 0.700
H 2.698 0.757 -2.962
H 0.107 -1.529 6.619
H -2.794 5.484 1.685
H 0.359 3.637 5.001
H -4.225 -1.233 2.174
H 2.860 -1.008 -3.097
H 1.911 -1.545 0.031
H 2.565 -0.324 3.241
H 0.456 -4.901 2.274
H -2.911 -3.802 -2.953
H -2.390 6.686 3.818
H 3.781 2.847 1.696
H 1.890 -0.112 -4.275
H 2.446 0.047 1.518
H 2.332 -3.732 1.155
H -4.015 -3.432 3.304
H 2.425 1.665 4.960
H 0.226 -7.255 1.030
H -3.055 -1.823 -1.436
H -3.634 -0.228 5.002
H -2.366 -1.564 6.655
H -1.630 3.368 1.229
H 2.270 3.761 1.852
H -0.825 5.730 5.479
H 1.296 -0.180 4.958
H -3.422 -5.398 -1.744
H -0.067 4.628 -0.609
H 0.292 -7.495 -1.435
H 1.585 4.164 -0.836
H 2.391 3.312 4.331
H 3.912 0.474 2.414
H -3.433 -5.059 0.700
H 3.839 2.321 4.129
H 1.107 -2.622 -3.870
*
```

Properties
HOMO-LUMO gap: 7.14 eV
E_HOMO: -7.8 eV
LUMO energy: -0.64 eV

Löwdin population analysis, charges in e, atoms 1 to 4: Br 0.8034; S 0.8096; Si 0.5580; Al -0.2700

What did we get for energy? Answer: -203043.136 -88377.716 -150928.766 eV, in the order shown.